Record 1
A 8-piece molecular cluster, C40H68N4O4 overall in a non-equilibrium geometry. Source: the Open Molecules 2025 dataset; level of theory: ωB97M-V with the def2-TZVPD basis set.

The geometry in XYZ format:
```
116
C40H68N4O4 | the Open Molecules 2025 dataset | ωB97M-V with the def2-TZVPD basis set
C 0.48455 -1.59439 -0.58336
C -1.49822 -0.97775 -7.15921
H 0.73265 6.94150 -3.82658
C -1.06246 6.40373 -2.76641
H 0.58307 -3.12103 -5.32381
H -0.86252 -6.77963 -2.21101
H -0.96033 -2.84944 -1.02632
C 4.88457 -3.01151 -0.58600
C -1.52059 4.03495 -2.56511
H -1.94939 2.28982 -0.29088
C 1.23285 4.65429 2.31276
O 0.26045 5.58642 1.88458
C 2.51084 -6.39825 -3.54260
H 1.93531 4.43429 1.50886
C 2.04038 5.10195 3.45500
H 1.08846 0.49240 0.03492
H -0.39340 0.23276 4.61327
H -1.00180 2.00563 1.16784
H -4.23221 3.47917 5.72140
H 4.41550 -3.14082 2.75813
O -0.94579 0.40444 0.00336
C 0.41040 -1.65825 -2.10549
H -3.69151 -2.99982 -5.51413
C -2.74554 -2.60460 -5.85377
C 0.31727 -0.25272 0.23028
H 1.38905 -2.10846 -0.25824
H -1.47499 -0.22297 -7.93134
H 2.94161 6.70881 4.42834
H -2.41534 2.35122 3.79134
N 3.11190 4.08179 3.89052
H 3.16669 -4.29811 -3.52519
H 2.40036 -4.64496 -1.97940
C -0.50635 5.30742 0.73003
C 3.00904 -5.07356 -2.77558
C -2.68319 2.17684 6.11178
H 0.73641 3.70816 2.52839
H -1.52199 -3.87312 -4.53519
H 1.51460 5.06591 4.40912
H 4.00100 -5.37539 -2.43940
H -3.29574 0.36694 7.19505
H -2.05972 0.23695 2.23201
H 2.58068 3.45452 4.47740
H -4.30082 2.00226 5.20663
H -3.38226 -3.62180 3.64941
C 2.79559 6.42500 3.38612
C -2.65847 0.68488 6.36988
N -4.08300 2.53194 6.03855
H -0.25061 -0.93197 -2.57843
H 0.04516 1.15960 3.20647
C -5.23431 -0.85888 3.16841
H 1.11591 -5.30423 -5.03724
H 5.36689 -4.46353 0.79302
C 0.02492 1.18796 4.29591
H 2.21959 7.21788 2.90899
H -0.59556 -5.28583 -1.37917
H -2.94767 5.52047 -2.01095
C 4.36627 -1.71691 -0.80655
C -0.24681 3.79242 -3.08447
C 3.89205 -0.96409 0.31218
H 0.45076 -0.47304 1.28940
C -1.96790 5.35974 -2.43596
H 1.04056 1.17822 4.69147
H 4.22382 -1.39903 -1.82883
H -6.23897 -0.48314 3.04243
C 0.18457 6.14119 -3.35171
C 1.09424 -5.99340 -4.19304
H 0.55283 -2.67575 -2.46950
H 3.41539 3.58485 3.06526
H 3.69247 -0.95928 2.50479
H -2.14034 3.15723 -2.45592
H 0.32874 2.88477 -3.19079
H 4.48092 -6.75693 -4.42903
C -0.26310 -1.52769 -6.67868
H -3.03495 0.09258 5.53588
C -1.06204 1.79237 0.10061
H 5.23213 -3.61222 -1.41349
H -1.61415 -2.17127 2.65387
H -0.29517 6.03866 -0.05021
H -1.36770 7.43303 -2.64907
H -2.52487 2.83578 6.96550
C 4.83427 -3.53454 0.65268
C -2.70114 -1.58353 -6.71148
H -1.20775 -1.81607 0.12341
C -4.21717 0.03107 2.73881
H -1.61215 0.48294 6.59906
C -2.58252 -1.75879 2.89577
C -1.52240 -3.14786 -5.33544
H 3.75078 6.43672 2.86118
H 1.47790 4.55371 -4.07380
O 0.16220 -5.30907 -3.28673
H 3.13499 -7.54036 -5.06573
H -3.65962 -1.17521 -6.99607
H -1.99741 3.75353 4.65310
C -4.88116 -2.11511 3.70335
H 0.68364 -1.06833 -6.92171
H -0.12374 4.40535 0.25255
H 2.41931 -7.28441 -2.91456
N -0.54922 -2.52666 -0.16209
H 0.79403 -6.20521 -1.56634
C 4.34836 -2.78941 1.73910
H -5.56714 -2.67387 4.32271
C -0.27169 -2.65901 -5.79531
C -2.88807 -0.37852 2.55052
H 3.57478 0.03450 0.05034
H -0.29490 2.34280 -0.44403
H -4.45153 1.02797 2.39579
O -0.58740 2.40004 4.72639
H -1.59326 5.23348 0.76567
C -0.13622 -5.97649 -2.08636
C -1.96168 2.66690 4.73084
C 3.94333 -1.45424 1.57824
H 1.37343 -1.34172 -2.50611
C 0.55747 4.82415 -3.57775
C -3.58411 -2.58774 3.41196
H 0.60990 -6.90630 -4.53963
N 3.48543 -6.71825 -4.59517
```

Summary:
Net charge: -1
Energy in eV: -56725.161
F_max in eV/A: 3.64
Gap between HOMO and LUMO (alpha / beta) in hartree: 0.0637 / 0.3376
Spin multiplicity: 2
LUMO level (alpha / beta) in eV: 2.384 / 2.297

---

Record 2
A 8-piece molecular cluster, C40H69ClN10O10S overall in a non-equilibrium geometry. Source: the Open Molecules 2025 dataset; level of theory: ωB97M-V with the def2-TZVPD basis set.

The geometry in XYZ format:
```
131
C40H69ClN10O10S | the Open Molecules 2025 dataset | ωB97M-V with the def2-TZVPD basis set
C -2.20338 4.08568 0.76788
C 1.08122 -2.89931 0.88457
H -0.32278 4.21542 1.79089
C 2.03757 -0.58717 0.66290
O -2.53819 3.48830 -0.24660
H 4.42064 -12.43122 -2.61324
H 0.42556 4.43454 -4.46561
H -3.97533 3.83495 1.63224
N -1.00303 3.85546 -7.42696
N 1.94733 2.45462 2.68318
H -8.26280 2.90916 -7.79222
H 2.91852 -12.79037 -4.56668
C -4.83341 9.77798 5.91221
H 0.07805 1.46556 -1.27128
C -2.14248 -3.24268 3.78846
C -0.21128 3.67241 -6.34852
H 3.68171 -9.47319 -4.68586
H -1.62281 -2.24377 1.96017
H 5.01380 -8.58243 -3.94525
H 7.55210 -6.34451 -2.81136
C 4.74120 -10.54206 -3.15082
C 0.05810 2.33329 5.94846
C 0.68678 -1.05621 2.61115
H 5.36424 -9.87722 -5.09726
H 3.62478 -6.82009 -1.72149
C 3.27145 -3.82232 1.58389
C 3.92574 -12.38500 -4.67626
C 4.69658 -9.55825 -4.29591
N -3.07038 4.24454 1.79892
C 2.25218 0.69286 1.10357
O 5.09290 -10.22345 -2.02309
C -0.48838 -2.90958 5.47177
H -1.26468 4.79420 -4.84594
C -0.88847 1.06067 -3.11605
H 2.51502 1.71704 7.14486
O 1.40220 -0.01825 9.49316
H -1.41036 0.16079 -2.78354
H -6.79771 4.11000 -6.46898
H -1.91653 5.67252 -6.88659
O -3.04221 6.68026 5.38352
H -0.87575 5.75076 1.07420
H -7.57943 5.11564 -7.71074
C -5.88985 3.98711 -8.41429
H 1.55485 -3.79183 2.81924
H -6.07588 7.12706 5.83572
C -7.78434 2.32297 -8.56844
H -3.07052 -3.63722 3.40680
O 5.14074 -5.82774 -3.27710
C 1.70289 1.16231 2.31432
H -0.14255 -3.10936 6.47922
C 1.56169 1.39081 -2.60425
H 0.09759 1.63919 7.98317
H -2.27743 -4.03047 5.78266
H 4.40518 -7.41745 0.55180
H 2.16358 0.35494 6.11798
C 1.39418 2.76277 3.82661
H -5.29100 7.30976 7.42137
H -6.01814 5.59569 -7.03120
Cl 4.15921 -5.07621 2.47570
O 3.61561 -0.35550 8.50381
H -5.15990 10.31127 5.01816
H 0.04306 5.69049 -5.65210
H 5.86480 -8.10017 -0.19090
C -2.83979 4.91426 3.07262
C -6.62364 4.74819 -7.33596
N 0.31123 -2.15126 4.72201
C -0.15856 -1.93506 3.48286
H 2.22748 -1.77877 6.88881
C 0.38934 1.26156 7.00492
N -6.49455 2.88550 -8.92546
H -1.02638 2.31274 5.87131
N 4.36987 -11.82237 -3.41440
H -0.23848 4.46243 0.04206
N 4.57546 -7.05896 -1.48999
C -0.25860 4.71902 -5.25982
H 3.53002 -3.85528 0.52943
C 5.48961 -6.52430 -2.33184
C -1.69721 -3.45217 5.08128
C 6.94171 -6.83366 -2.05830
N 0.35567 0.66638 4.24687
C -5.18847 6.88561 6.42211
H 7.11289 -7.91048 -2.10378
H -1.83371 5.31042 3.13463
H 1.53771 -2.90730 -0.10480
H -5.95500 2.42302 -9.63984
H -1.58176 1.90270 -3.06807
O 2.40547 1.62980 -1.74825
H 2.96910 1.27323 -4.19045
H -8.43405 2.30385 -9.44463
O 1.72288 -1.68401 7.71148
H 1.38333 1.93501 -4.67136
C -3.94622 7.41655 5.74622
H 4.59589 -13.19172 -4.97753
H -1.62868 5.45136 -8.62041
N 0.24933 1.31610 -2.25377
H 3.56155 -2.84270 1.95287
C 0.91544 0.27646 3.07132
C -1.92452 4.95131 -7.69698
C -0.82128 4.67053 0.93418
H 1.54033 3.77415 4.18939
C 4.80885 -7.91064 -0.33550
O -4.79156 4.33799 -8.82127
H 0.03464 -3.13647 0.72245
H 3.91531 -11.63120 -5.45510
H 1.44844 -4.95419 1.48561
C 1.85103 0.86394 7.02805
H 4.29930 -8.85403 -0.48449
S 2.19426 -0.28924 8.34268
H 2.48309 -0.91383 -0.26418
H -2.93557 4.56173 -7.82181
C 1.89515 1.18148 -4.05536
H -2.98856 4.20265 3.88511
H -0.57090 0.92474 -4.14486
C 0.61662 1.88808 4.61912
H -0.21199 0.37778 6.81036
H 0.43486 3.31208 6.22705
C 1.76207 -3.95024 1.76411
H -3.54479 5.73228 3.19149
H 1.58356 0.18632 -4.37750
N -3.86510 8.75848 5.55086
O 0.51580 2.68738 -6.26207
H -5.10686 5.80670 6.50668
C -1.33622 -2.45666 2.97666
H -7.65454 1.30182 -8.20719
H 2.84029 1.35338 0.48806
C 1.24322 -1.49093 1.41995
H 7.23161 -6.46403 -1.07424
H -4.37810 10.49320 6.59874
H -0.92482 3.12321 -8.11474
H -5.70042 9.33808 6.39176
H -3.01414 9.05001 5.09686
```

Summary:
Energy in eV: -101336.452
F_max in eV/A: 1.20
Gap between HOMO and LUMO in hartree: 0.3085
LUMO level in eV: -0.093
Structure (SMILES): O=S(=O)(O)CCCc1cnc2ccc(CCCCl)c(-c3ccccn3)c2n1.CNC(C)=O.CNC(C)=O.CNC(C)=O.CNC(C)=O.CNC(C)=O.CNC(C)=O.CNC(C)=O

---

The lowest F_max belongs to which entry? C40H69ClN10O10S

---

What is the energy in the second record? -101336.452 eV